# C5H8N2

One molecule with the formula C5H8N2 (ωB97M-V/def2-TZVPD, the OMol25 dataset).

Geometry as XYZ:
```
15
Properties=species:S:1:pos:R:3
C 0.315 -2.387 -1.145
N 0.023 -1.324 -0.239
C 0.218 -0.107 -0.546
C -0.135 0.966 0.398
C 0.036 2.441 0.221
C -0.678 0.285 1.386
N -1.013 -0.611 2.147
H -0.621 -2.880 -1.435
H 0.920 -3.134 -0.616
H 0.851 -2.062 -2.048
H 0.559 0.231 -1.532
H -0.697 3.006 0.805
H -0.082 2.720 -0.828
H 1.035 2.768 0.542
H -0.730 0.089 2.892
```

- ΔE to the lowest compared entry with this formula, charge and spin (eV) = 3.679
- E_tot (hartree) = -304.70028
- SMILES string = C/N=C/C(C)=C=N
- HOMO level (eV) = -7.9
- total charge = 0

# C2H5N6O3S

An isolated ion of composition C2H5N6O3S and charge +1 (ωB97M-V/def2-TZVPD, the OMol25 dataset).

Geometry as XYZ:
```
17
Properties=species:S:1:pos:R:3
C -1.958 0.510 -0.417
C -0.146 -1.188 -0.178
N 0.723 2.644 -0.350
N -1.123 1.443 -0.952
N 0.358 -2.440 -0.275
N 0.613 -0.079 0.136
N -0.154 1.988 -0.499
N 1.912 -0.272 0.376
O 2.508 -1.278 0.428
O -1.344 -0.915 -0.585
O 2.637 0.837 0.571
S -2.249 0.514 1.452
H -2.977 0.469 -0.991
H 2.364 1.757 0.545
H 1.401 -2.559 -0.053
H -0.154 -3.250 -0.539
H -2.411 1.820 1.331
```

- ΔE to the lowest compared entry with this formula, charge and spin (eV) = 0.297
- E_tot (hartree) = -1031.15973
- HOMO level (eV) = -13.7
- total charge = +1

# C6H16N

A 2-piece molecular cluster, C6H16N overall (ωB97M-V/def2-TZVPD, the OMol25 dataset).

Geometry as XYZ:
```
23
Properties=species:S:1:pos:R:3
C 0.925 2.387 -2.111
C -0.302 2.759 -1.252
C -0.601 1.604 -0.301
C -1.017 1.867 1.115
C 0.100 1.464 2.152
C 0.373 -0.058 2.117
N 1.139 -0.424 0.932
H 1.253 3.119 -2.903
H 0.732 1.404 -2.639
H 1.823 2.259 -1.418
H -0.134 3.651 -0.653
H -1.165 3.004 -1.855
H 0.773 -0.027 0.059
H -1.160 0.801 -0.795
H -1.927 1.329 1.407
H -1.233 2.916 1.353
H -0.189 1.837 3.162
H 1.049 1.971 1.819
H 0.982 -0.340 3.016
H -0.565 -0.558 2.153
H -0.839 -14.618 -3.368
H -1.258 -14.897 -2.825
H 1.242 -1.447 0.833
```

- ΔE to the lowest compared entry with this formula, charge and spin (eV) = 4.563
- E_tot (hartree) = -292.55655
- HOMO level (eV) = -13.5
- total charge = +1

# CH3FS

CH3FS as an isolated structure (ωB97M-V/def2-TZVPD, the OMol25 dataset).

Geometry as XYZ:
```
6
Properties=species:S:1:pos:R:3
C -0.040 0.355 -0.115
F -0.549 0.384 -1.376
S -0.671 -0.916 0.918
H 1.381 0.562 -0.221
H -0.303 1.329 0.387
H 0.182 -1.713 0.408
```

- ΔE to the lowest compared entry with this formula, charge and spin (eV) = 1.044
- E_tot (hartree) = -537.88640
- HOMO level (eV) = -10.0
- total charge = 0

# C11H14NO2S

An isolated ion of composition C11H14NO2S and charge +1 (ωB97M-V/def2-TZVPD, the OMol25 dataset).

Geometry as XYZ:
```
29
Properties=species:S:1:pos:R:3
C -0.762 3.101 -0.499
C 0.559 2.750 -0.815
C -1.644 2.186 0.103
C 1.074 1.578 -0.375
C -1.117 0.984 0.349
C -1.712 -0.198 0.779
C -0.704 -1.368 0.607
C 0.598 -0.669 0.673
C -0.935 -1.516 -1.950
C 2.421 -0.253 2.061
C -1.053 -2.256 -0.609
N 0.216 0.723 0.166
O 1.591 -1.094 -0.493
O 1.084 -0.690 1.947
S -3.289 -0.511 1.147
H -1.103 3.954 -0.973
H 1.311 3.329 -1.346
H -2.665 2.417 0.389
H 2.129 1.351 -0.632
H -0.816 -2.010 1.454
H -1.524 -0.575 -1.890
H -1.420 -1.943 -2.821
H 0.115 -1.499 -2.228
H 2.567 -0.444 3.082
H 2.442 0.788 1.939
H 3.162 -0.740 1.372
H -0.568 -3.213 -0.662
H -2.137 -2.314 -0.573
H 2.180 -1.867 -0.202
```

- ΔE to the lowest compared entry with this formula, charge and spin (eV) = 0.000
- multiplicity = 3
- E_tot (hartree) = -1030.61340
- HOMO level (spin up / spin down) (eV) = -11.2 / -13.8
- total charge = +1

# C7H4ClMnNO8

C7H4ClMnNO8 as an isolated structure (ωB97M-V/def2-TZVPD, the OMol25 dataset).

Geometry as XYZ:
```
22
Properties=species:S:1:pos:R:3
Mn -0.018 -0.062 0.000
O 2.286 2.284 1.189
Cl 1.772 1.765 0.000
O 2.286 2.285 -1.189
O 1.866 0.237 0.000
O 0.246 1.837 0.000
O -1.872 -0.027 0.000
C -2.703 -0.986 0.000
C -2.365 -2.343 0.000
C -3.393 -3.312 0.000
C -3.044 -4.623 0.000
C -1.705 -5.031 0.000
C -0.691 -4.102 0.000
C -1.003 -2.746 0.000
O -0.020 -1.860 0.000
N -4.107 -5.648 0.000
O -3.748 -6.802 0.000
O -5.249 -5.254 0.000
H -3.754 -0.698 0.000
H -4.439 -3.031 0.000
H -1.488 -6.091 0.000
H 0.349 -4.398 0.000
```

- multiplicity = 5
- E_tot (hartree) = -2536.40894
- HOMO level (spin up / spin down) (eV) = -13.9 / -14.0
- total charge = +1